# C11H18B2BaI2N4O2

C11H18B2BaI2N4O2 as an isolated structure (ωB97M-V/def2-TZVPD, the Open Molecules 2025 dataset).

```
40
Properties=species:S:1:pos:R:3:forces:R:3
C -3.6939 -0.3077 -1.0272 0.785 0.735 -0.399
C -2.1873 -0.4872 -1.4414 -2.079 0.453 0.617
N -1.3866 -0.1311 -0.2589 0.162 -0.368 -1.239
C 0.0625 -0.0988 -0.4752 0.787 0.400 -0.835
C 0.4711 -0.6534 -1.8535 -1.558 1.741 3.696
N 0.6576 -1.1101 -2.8790 0.670 0.105 -1.838
B 0.6452 1.4447 -0.4726 1.024 1.576 -0.524
O 0.1158 2.3815 0.3973 0.014 -1.859 0.116
C 1.8354 1.9206 -1.4431 -0.465 0.819 0.917
C 2.0921 3.4779 -1.3568 0.694 -0.941 -0.504
C 0.9475 -0.9123 0.5942 1.823 0.570 -0.708
C 2.2695 -1.1578 -0.1414 -4.611 0.695 2.938
N 3.1956 -1.3689 -0.7341 3.170 -1.095 -2.508
B 0.4373 -2.4066 0.9617 0.211 -0.971 1.205
N -0.9049 -2.9662 0.7436 1.065 -0.011 -0.796
O 1.4049 -3.2563 1.5089 -0.458 1.163 -1.042
C 1.3532 -0.0618 1.8689 0.353 0.154 0.526
I 3.4304 0.5108 2.0981 -0.759 -0.320 -0.413
C 0.4953 0.3319 2.8275 -0.096 -0.339 -0.224
C -1.0050 0.0308 2.7752 0.029 0.889 1.299
I 1.1537 1.4747 4.5245 -0.732 -0.506 -0.739
H -4.3569 -0.6531 -1.8350 0.152 -0.057 0.502
H -3.9056 -0.7564 -0.0449 -0.001 -0.065 -0.546
H -3.8530 0.7874 -0.9450 -0.100 -0.573 0.081
H -2.0923 -1.5573 -1.7489 0.452 0.406 0.132
H -2.0512 0.2118 -2.2968 0.364 -0.731 0.159
H -1.7132 0.8044 -0.0054 0.341 -0.180 0.146
H 0.8291 2.6214 1.0175 -0.369 0.601 -0.186
H 1.6155 1.7134 -2.5091 0.432 -0.431 0.476
H 2.7559 1.4232 -1.0721 -0.320 -0.143 -0.660
H 1.3864 3.9895 -2.0272 0.169 0.107 0.624
H 3.1135 3.6531 -1.7471 -0.574 0.072 0.119
H 2.0945 3.8594 -0.3257 -0.286 -0.006 -0.456
H -1.2778 -2.7612 -0.1776 -0.617 0.637 0.579
H -1.5660 -2.7172 1.4748 -0.196 -0.354 -0.301
H 1.6876 -3.8649 0.8087 0.062 -0.390 0.772
H -1.5050 0.6997 2.0570 0.255 -0.505 0.221
H -1.2609 -1.0296 2.6382 0.231 0.451 -0.240
H -1.4228 0.3182 3.7593 0.110 -0.306 -0.510
Ba 0.1327 -3.3964 -3.2373 -0.132 -1.421 -0.457
```
Forces are in eV/Å.

Computed properties:
Multiplicity: 1
Net charge: +2

***

# C2H6N2

One molecule with the formula C2H6N2 (ωB97M-V/def2-TZVPD, the Open Molecules 2025 dataset).

```
10
Properties=species:S:1:pos:R:3:forces:R:3
H 1.2891 -1.3287 0.1943 0.160 -0.310 -0.577
N 1.9120 -0.5601 -0.0673 -0.729 0.390 0.901
C 1.2159 0.5197 -0.0298 0.667 -1.941 -0.545
N -0.1410 0.6570 -0.0913 -2.220 2.773 2.107
C -1.2097 -0.3760 -0.0269 -0.468 1.093 -1.529
H 1.7815 1.4298 -0.0534 -0.111 0.787 -0.151
H -0.4421 1.5675 0.3621 0.495 -1.525 -1.032
H -2.2415 0.0811 -0.5051 2.750 -1.185 1.456
H -0.7983 -1.0929 -0.7206 -0.545 -0.746 -0.333
H -1.3659 -0.8973 0.9378 0.001 0.663 -0.298
```
Forces are in eV/Å.

Computed properties:
Energy above the lowest of the compared OMol25 structures with the same formula, charge and spin: 1.495 eV
Multiplicity: 1
SMILES: [H]/N=C\NC

***

# C40H45IrN6OPS

C40H45IrN6OPS as an isolated structure (ωB97M-V/def2-TZVPD, the Open Molecules 2025 dataset).

```
95
Properties=species:S:1:pos:R:3:forces:R:3
Ir 1.2432 0.9532 0.1001 0.359 0.187 -0.200
C -0.4067 -4.5534 -0.2548 -0.057 -0.005 0.043
C 0.8849 -5.0592 -0.8345 0.116 -0.060 0.056
C 0.8955 -6.2167 -1.6129 -0.006 0.015 0.005
C 2.0756 -6.7514 -2.0988 0.041 0.028 0.014
C 3.2906 -6.1377 -1.8159 -0.033 0.001 -0.013
C 3.3080 -4.9733 -1.0705 -0.084 0.016 -0.043
C 2.1137 -4.4415 -0.5932 0.012 -0.066 -0.084
N 2.1713 -3.2274 0.1781 -0.088 0.108 -0.027
C 1.7100 -2.0495 -0.2742 0.156 -0.037 -0.266
N 1.1014 -2.0060 -1.4741 -0.002 -0.068 0.311
C 0.8020 -0.8677 -2.2615 0.231 0.035 -0.040
C 0.9794 0.4674 -1.8567 -0.461 -0.034 -0.177
C 0.8597 1.4543 -2.8351 0.086 -0.006 0.132
C 0.4931 1.1633 -4.1364 -0.014 0.045 0.056
C 0.2124 -0.1469 -4.4849 0.019 -0.018 -0.012
C 0.3827 -1.1743 -3.5749 0.057 0.044 0.080
C 0.1620 -2.6003 -4.0008 0.001 -0.024 0.018
N 1.8518 -0.9305 0.3977 -0.008 0.114 0.406
C 2.4665 -0.6913 1.6538 0.202 -0.018 -0.147
C 2.1897 -1.3784 2.8345 0.029 0.078 -0.129
C 2.8038 -0.9685 4.0044 0.054 0.073 0.035
C 3.6482 0.1419 4.0160 -0.028 -0.091 0.013
C 3.8965 0.8515 2.8549 -0.149 -0.052 -0.111
C 3.3165 0.4449 1.6507 -0.296 -0.307 0.300
C 3.6686 1.1117 0.3476 0.034 0.171 0.180
H -1.0216 -5.3938 0.0651 -0.016 0.004 -0.014
H -0.9865 -3.9853 -0.9874 -0.017 0.021 -0.023
H -0.2366 -3.9150 0.6123 -0.007 0.015 0.026
H -0.0422 -6.7195 -1.8137 -0.009 -0.010 0.001
H 2.0517 -7.6579 -2.6870 0.003 -0.021 -0.008
H 4.2163 -6.5611 -2.1788 0.011 -0.006 -0.009
H 4.2423 -4.4712 -0.8575 0.037 0.018 0.019
H 2.7874 -3.2014 0.9785 -0.081 -0.001 0.010
H 1.0833 -2.8920 -1.9634 -0.026 0.005 0.025
H 1.1111 2.4710 -2.5809 -0.052 0.131 0.032
H 0.4266 1.9500 -4.8749 0.002 0.035 0.003
H -0.0987 -0.3845 -5.4931 -0.009 -0.005 -0.022
H -0.2018 -2.6405 -5.0240 -0.012 0.011 0.000
H -0.5739 -3.1035 -3.3691 -0.017 -0.031 0.009
H 1.0882 -3.1825 -3.9735 0.022 -0.017 -0.007
H 1.5039 -2.2163 2.8288 -0.006 -0.017 0.003
H 2.6210 -1.5126 4.9202 -0.004 -0.005 0.038
H 4.1237 0.4447 4.9378 0.002 0.002 0.035
H 4.5719 1.6970 2.8716 0.010 0.036 -0.015
H 4.0539 2.1131 0.5238 0.057 -0.018 -0.084
H 2.9142 1.2576 -0.5351 -0.195 0.013 0.001
H 4.4116 0.5278 -0.2024 -0.116 0.008 -0.132
O -0.7190 0.5877 0.5136 0.142 0.159 0.272
S -1.4676 -0.7522 0.1905 -0.066 0.088 -0.162
C -2.0460 -1.3270 1.7670 0.147 -0.038 -0.054
C -2.7288 -2.5377 1.7884 0.049 -0.101 -0.008
C -3.1405 -3.0506 3.0079 -0.003 0.018 -0.011
C -2.8458 -2.3708 4.1836 0.007 0.017 -0.025
C -2.1386 -1.1772 4.1449 -0.018 -0.011 0.025
C -1.7310 -0.6439 2.9303 -0.033 0.042 -0.012
C -2.9249 -0.1337 -0.6165 0.059 -0.180 -0.022
C -2.6911 0.4703 -1.8518 0.061 -0.091 -0.096
C -3.7727 0.9333 -2.5800 -0.017 0.001 0.044
C -5.0648 0.7718 -2.0874 0.028 -0.023 0.031
C -5.2781 0.1512 -0.8653 -0.005 0.015 0.000
C -4.2040 -0.3111 -0.1151 -0.084 0.146 0.120
H -2.9374 -3.0777 0.8724 -0.020 0.008 -0.023
H -3.6859 -3.9832 3.0402 -0.004 -0.018 0.002
H -3.1637 -2.7784 5.1326 -0.006 -0.007 0.028
H -1.9033 -0.6585 5.0638 0.000 0.006 0.021
H -1.1720 0.2802 2.8916 0.014 0.020 -0.020
H -1.6821 0.5498 -2.2500 -0.085 0.019 0.042
H -3.6126 1.3950 -3.5437 0.003 0.026 -0.047
H -5.9086 1.1189 -2.6670 -0.023 0.008 -0.019
H -6.2832 0.0200 -0.4897 -0.020 0.003 -0.003
H -4.3764 -0.7789 0.8457 0.014 -0.009 -0.075
C -0.2323 5.7203 2.0379 -0.031 0.007 0.115
N -1.3611 4.7495 1.6288 -0.025 0.030 0.052
C -1.9523 5.2366 0.2911 -0.101 -0.001 0.045
N -0.9323 5.3608 -0.6826 0.065 -0.053 0.022
C 0.1058 6.2888 -0.2344 0.010 0.064 -0.057
N 0.7291 5.8273 1.0035 0.034 0.010 0.024
C 1.5467 4.6288 0.8320 0.082 -0.091 -0.017
P 0.5016 3.2139 0.2633 0.006 -0.263 -0.396
C -0.8574 3.3455 1.5195 0.035 -0.058 0.035
C -0.3766 4.0826 -1.1210 -0.070 -0.059 -0.010
H 0.1998 5.3322 2.9608 -0.015 0.031 -0.020
H -0.7150 6.6799 2.2268 0.020 -0.023 -0.015
H -2.0946 4.7837 2.3403 0.001 0.006 -0.005
H -2.4144 6.2012 0.5033 0.005 -0.018 -0.030
H -2.7110 4.5101 -0.0014 0.005 0.034 -0.003
H -0.3428 7.2668 -0.0577 0.004 -0.005 -0.018
H 0.8631 6.3916 -1.0094 -0.007 0.002 0.003
H 2.0550 4.3879 1.7687 -0.017 -0.022 -0.011
H 2.3193 4.8210 0.0834 -0.014 0.016 0.033
H -0.5025 3.0359 2.5042 0.021 -0.036 -0.023
H -1.6781 2.6894 1.2248 0.028 0.030 0.015
H -1.1630 3.4307 -1.5140 0.047 0.038 0.010
H 0.3246 4.2799 -1.9296 0.027 -0.038 -0.049
```
Forces are in eV/Å.

Computed properties:
Energy above the lowest of the compared OMol25 structures with the same formula, charge and spin: 1.611 eV
Multiplicity: 1
Net charge: +3

***

HOMO-LUMO gap for the records above, in order: 0.1915, 0.3664, 0.2738 hartree
Max |F| for the records above, in order: 5.5, 4.1, 0.5 eV/Å